Arrangement i

Below is a structure of composition C15H13N4O9RuS3, with properties calculated with the ωB97M-V functional and the def2-TZVPD basis.

The geometry in ORCA input format:
```
! RIJCOSX wB97M-V def2-TZVPD def2/J DEFGRID3
* xyz -2 2
Ru -1.632 -0.068 0.884
O -2.304 3.076 -4.253
C -2.193 2.407 -3.072
C -1.820 3.055 -1.897
C -1.730 2.301 -0.746
N -2.003 1.008 -0.780
C -2.343 0.361 -1.886
C -2.460 1.040 -3.080
C -2.524 -1.139 -1.660
O -2.833 -1.851 -2.599
O -2.319 -1.508 -0.438
C -1.311 2.789 0.638
O -1.057 3.971 0.797
O -1.293 1.857 1.531
H -2.036 3.991 -4.116
H -1.589 4.113 -1.857
H -2.730 0.515 -3.985
S -3.697 -0.053 1.951
C -3.030 -1.027 3.193
S -1.361 -1.320 2.849
C -3.715 -1.508 4.299
C -5.091 -1.215 4.499
N -6.207 -0.980 4.674
C -3.071 -2.318 5.274
N -2.569 -2.982 6.075
C 0.681 -2.872 0.353
N 1.677 -1.935 -0.133
C 3.018 -2.445 -0.383
C 1.429 -0.637 -0.270
O 0.360 -0.065 -0.001
H 0.838 -3.829 -0.146
H -0.321 -2.519 0.126
H 0.769 -3.020 1.432
H 2.975 -3.238 -1.133
H 3.438 -2.855 0.537
H 3.666 -1.646 -0.738
H 2.270 -0.064 -0.675
C 5.141 2.018 -0.090
S 5.394 0.654 -1.214
O 6.385 1.126 -2.170
O 4.072 0.413 -1.804
O 5.846 -0.451 -0.371
H 4.788 2.874 -0.661
H 6.092 2.246 0.389
H 4.401 1.732 0.656
*
```

Output
LUMO energy (alpha / beta)   3.7226 / 3.7221 eV
HOMO level (alpha / beta)   -0.115 / -0.110 Eh
Gap between HOMO and LUMO (alpha / beta)   0.25161 / 0.24715 Ha

These are the natural (NBO) partial charges, in e, on atoms 1 to 6:
1 Ru 0.830
2 O -0.661
3 C 0.335
4 C -0.295
5 C 0.147
6 N -0.400



Arrangement ii

Below is a structure of composition C15H13N4O9RuS3, with properties calculated with the ωB97M-V functional and the def2-TZVPD basis.

The geometry in ORCA input format:
```
! RIJCOSX wB97M-V def2-TZVPD def2/J DEFGRID3
* xyz -2 2
Ru -0.067 0.523 -0.294
O -1.776 2.439 5.526
C -1.383 1.924 4.321
C -0.775 0.688 4.216
C -0.384 0.203 2.976
N -0.577 0.923 1.863
C -1.197 2.104 1.976
C -1.614 2.653 3.169
C -1.465 2.850 0.689
O -1.976 3.959 0.719
O -1.142 2.208 -0.374
C 0.252 -1.214 2.977
O 0.291 -1.754 4.098
O 0.624 -1.645 1.877
H -1.530 1.802 6.205
H -0.578 0.041 5.062
H -2.097 3.619 3.158
S -0.418 0.379 -2.596
C -1.591 -0.816 -2.266
S -1.825 -0.929 -0.569
C -2.217 -1.631 -3.215
C -3.144 -2.640 -2.843
N -3.899 -3.471 -2.571
C -1.894 -1.542 -4.594
N -1.633 -1.500 -5.719
C 1.971 -2.432 -2.883
N 1.366 -2.991 -1.686
C 0.921 -4.366 -1.745
C 0.996 -2.209 -0.673
O 1.277 -1.008 -0.620
H 2.907 -2.951 -3.103
H 2.165 -1.376 -2.717
H 1.285 -2.545 -3.726
H 1.770 -5.031 -1.919
H 0.196 -4.495 -2.553
H 0.446 -4.635 -0.803
H 0.437 -2.679 0.137
C 1.712 4.264 -0.407
S 2.365 2.671 0.044
O 1.890 1.761 -1.037
O 3.811 2.813 0.060
O 1.738 2.335 1.314
H 2.163 4.564 -1.350
H 1.966 4.967 0.385
H 0.633 4.174 -0.508
*
```

Output
LUMO energy (alpha / beta)   4.3645 / 4.3638 eV
HOMO level (alpha / beta)   -0.104 / -0.098 Eh
Gap between HOMO and LUMO (alpha / beta)   0.26487 / 0.25803 Ha

These are the natural (NBO) partial charges, in e, on atoms 1 to 6:
1 Ru 0.902
2 O -0.674
3 C 0.326
4 C -0.319
5 C 0.166
6 N -0.440



The relative energies come out as arrangement i 0.0000; arrangement ii 0.0442, with values in hartree.



Arrangement i

Below is the molecule C6H15N3, with properties calculated with the ωB97M-V functional and the def2-TZVPD basis.

The geometry in ORCA input format:
```
! RIJCOSX wB97M-V def2-TZVPD def2/J DEFGRID3
* xyz 0 1
H 0.247 3.294 -1.381
N 0.458 2.464 -0.828
C -0.541 1.745 -0.537
N -1.825 1.996 -0.925
C -0.255 0.461 0.384
C -1.544 -0.174 0.905
C 0.607 0.930 1.564
N 0.399 -0.427 -0.545
C 0.992 -1.694 0.043
C 1.370 -2.627 -1.096
H -1.982 2.734 -1.596
H -2.511 1.264 -0.883
H -2.172 0.582 1.372
H -1.310 -0.925 1.655
H -2.083 -0.671 0.101
H 0.975 0.099 2.161
H 0.044 1.593 2.216
H 1.464 1.490 1.198
H 1.145 0.089 -1.005
H 0.259 -2.182 0.688
H 1.879 -1.468 0.654
H 1.768 -3.563 -0.707
H 2.123 -2.165 -1.731
H 0.495 -2.845 -1.704
*
```

Output
LUMO energy   0.9345 eV
SMILES string   [H]/N=C(\N)C(C)(C)NCC
HOMO level   -0.320 Eh
Gap between HOMO and LUMO   0.35463 Ha

These are the natural (NBO) partial charges, in e, on atoms 1 to 6:
1 H 0.332
2 N -0.757
3 C 0.480
4 N -0.830
5 C 0.080
6 C -0.634



Arrangement ii

Below is the molecule C6H15N3, with properties calculated with the ωB97M-V functional and the def2-TZVPD basis.

The geometry in ORCA input format:
```
! RIJCOSX wB97M-V def2-TZVPD def2/J DEFGRID3
* xyz 0 1
C 0.550 -0.317 1.808
C 0.536 -0.499 0.285
C 1.143 -1.860 -0.066
N 1.335 0.519 -0.391
C 0.488 1.568 -0.896
C -0.940 1.912 -0.106
N -1.714 0.717 0.028
C -1.107 -0.553 -0.183
N -1.312 -0.977 -1.544
H 0.092 0.624 2.107
H 0.017 -1.129 2.298
H 1.579 -0.314 2.178
H 0.521 -2.670 0.297
H 2.122 -1.956 0.391
H 1.271 -1.959 -1.141
H 2.052 0.873 0.221
H 0.203 1.354 -1.930
H 1.028 2.517 -0.905
H -1.476 2.619 -0.729
H -0.686 2.374 0.861
H -2.315 0.729 0.837
H -1.581 -1.302 0.462
H -0.957 -1.919 -1.682
H -0.851 -0.353 -2.199
*
```

Output
LUMO energy   0.8825 eV
SMILES string   CC1(C)NCCN[C@H]1N
HOMO level   -0.305 Eh
Gap between HOMO and LUMO   0.33737 Ha

These are the natural (NBO) partial charges, in e, on atoms 1 to 6:
1 C -0.637
2 C 0.112
3 C -0.623
4 N -0.652
5 C -0.216
6 C -0.223



The relative energies come out as arrangement i 0.0000; arrangement ii 0.0324, with values in hartree.



Arrangement i

Below is a cluster of 3 separate species, C2H10NO3 in total, with properties calculated with the ωB97M-V functional and the def2-TZVPD basis.

The geometry in ORCA input format:
```
! RIJCOSX wB97M-V def2-TZVPD def2/J DEFGRID3
* xyz -1 1
C -0.580 -1.374 -0.470
O 0.302 -0.380 -0.873
C -1.129 -1.413 1.045
N -1.200 0.025 1.474
H -1.635 -1.331 -1.035
H -0.114 -2.408 -0.554
H -2.260 -1.931 0.995
H -0.330 -1.850 1.653
H -0.221 0.211 1.705
H -1.464 0.512 0.605
H -0.190 1.103 -1.159
H -1.456 1.944 -0.483
O -0.733 1.973 -1.101
H 2.638 1.511 -0.226
H 2.258 0.135 0.184
O 3.059 0.686 0.037
*
```

Output
LUMO energy   4.2932 eV
HOMO level   -0.141 Eh
Gap between HOMO and LUMO   0.29888 Ha

These are the natural (NBO) partial charges, in e, on atoms 1 to 6:
1 C -0.041
2 O -0.960
3 C -0.249
4 N -0.862
5 H 0.072
6 H 0.107



Arrangement ii

Below is a structure of composition C2H10NO3, with properties calculated with the ωB97M-V functional and the def2-TZVPD basis.

The geometry in ORCA input format:
```
! RIJCOSX wB97M-V def2-TZVPD def2/J DEFGRID3
* xyz -1 1
C -0.247 0.755 0.419
O -0.520 -0.149 -0.554
C 0.913 1.737 0.231
N 1.478 1.891 -1.111
H -1.170 1.464 0.459
H -0.178 0.353 1.499
H 0.584 2.705 0.670
H 1.800 1.359 0.727
H 1.242 1.067 -1.692
H 0.950 2.563 -1.666
H -0.082 -3.466 0.659
H 0.433 -2.514 -0.334
O 0.745 -3.263 0.197
H -2.433 -2.115 -0.138
H -1.454 -0.771 0.043
O -2.062 -1.617 0.592
*
```

Output
LUMO energy   4.3248 eV
HOMO level   -0.147 Eh
Gap between HOMO and LUMO   0.30559 Ha

These are the natural (NBO) partial charges, in e, on atoms 1 to 6:
1 C -0.040
2 O -0.880
3 C -0.241
4 N -0.855
5 H 0.078
6 H 0.123



The relative energies come out as arrangement i 0.0169; arrangement ii 0.0000, with values in hartree.



Arrangement i

Below is a cluster of 2 separate species, C6H16O2 in total, with properties calculated with the ωB97M-V functional and the def2-TZVPD basis.

The geometry in ORCA input format:
```
! RIJCOSX wB97M-V def2-TZVPD def2/J DEFGRID3
* xyz 0 1
C -0.937 -0.499 1.571
C -1.203 0.970 1.700
O -2.535 1.229 1.368
C -3.005 2.550 1.575
H 0.127 -0.740 1.736
H -1.208 -0.789 0.542
H -1.545 -1.092 2.275
H -0.632 1.474 0.897
H -0.844 1.368 2.669
H -2.620 3.345 0.915
H -2.660 2.750 2.604
H -4.108 2.585 1.561
C 0.267 -0.946 -2.671
C 1.299 -1.459 -1.606
O 2.373 -0.489 -1.555
C 3.469 -0.873 -0.761
H -0.121 0.074 -2.509
H -0.588 -1.639 -2.753
H 0.825 -0.963 -3.622
H 1.682 -2.470 -1.844
H 0.788 -1.515 -0.626
H 2.996 -0.838 0.235
H 4.300 -0.148 -0.782
H 3.881 -1.884 -0.919
*
```

Output
LUMO energy   1.0177 eV
SMILES string   CCOC.CCOC
HOMO level   -0.356 Eh
Gap between HOMO and LUMO   0.39303 Ha

These are the natural (NBO) partial charges, in e, on atoms 1 to 6:
1 C -0.621
2 C -0.062
3 O -0.549
4 C -0.246
5 H 0.211
6 H 0.212



Arrangement ii

Below is a cluster of 2 separate species, C6H16O2 in total, with properties calculated with the ωB97M-V functional and the def2-TZVPD basis.

The geometry in ORCA input format:
```
! RIJCOSX wB97M-V def2-TZVPD def2/J DEFGRID3
* xyz 0 1
C -1.015 1.908 -1.536
C -1.221 0.638 -0.719
C -0.373 0.620 0.567
C -1.177 1.324 1.720
C -0.054 -0.799 1.082
C 0.495 -1.817 0.042
O 1.775 -2.284 0.543
H -1.775 2.068 -2.298
H 0.001 1.908 -1.932
H -1.092 2.771 -0.864
H -2.252 0.560 -0.383
H -0.964 -0.235 -1.323
H 0.541 1.200 0.410
H -2.238 1.374 1.485
H -0.780 2.321 1.899
H -1.079 0.713 2.616
H -0.941 -1.201 1.577
H 0.689 -0.701 1.877
H -0.192 -2.652 0.149
H 0.660 -1.385 -0.933
H 2.207 -1.533 0.969
O 2.655 -1.559 -1.926
H 2.843 -2.345 -1.402
H 3.285 -0.895 -1.621
*
```

Output
LUMO energy   0.7289 eV
SMILES string   CC[C@@H](C)CCO.O
HOMO level   -0.375 Eh
Gap between HOMO and LUMO   0.40170 Ha

These are the natural (NBO) partial charges, in e, on atoms 1 to 6:
1 C -0.604
2 C -0.395
3 C -0.210
4 C -0.608
5 C -0.414
6 C -0.092



Arrangement iii

Below is a cluster of 3 separate species, C6H16O2 in total, with properties calculated with the ωB97M-V functional and the def2-TZVPD basis.

The geometry in ORCA input format:
```
! RIJCOSX wB97M-V def2-TZVPD def2/J DEFGRID3
* xyz 0 1
C 2.224 1.151 -2.429
C 1.027 0.692 -2.612
C 0.691 -0.763 -2.361
C -0.756 -1.209 -2.030
C -1.114 -0.934 -0.601
C -0.830 -2.085 0.373
H 3.028 0.485 -2.215
H 2.230 2.271 -2.456
H 0.099 1.308 -2.825
H 1.265 -1.293 -3.113
H 1.439 -1.000 -1.387
H -1.439 -0.606 -2.892
H -1.107 -2.264 -2.093
H -2.155 -0.702 -0.559
H -0.696 0.122 -0.264
H -0.299 -1.755 1.288
H -0.144 -2.855 -0.093
H -1.615 -2.758 0.439
O 1.914 -1.017 4.415
H 0.982 -0.905 4.340
H 2.431 -0.249 4.039
O -2.419 5.202 4.384
H -1.866 4.698 3.801
H -2.889 4.465 4.847
*
```

Output
LUMO energy   0.4301 eV
SMILES string   C=CCCCC.O.O
HOMO level   -0.350 Eh
Gap between HOMO and LUMO   0.36618 Ha

These are the natural (NBO) partial charges, in e, on atoms 1 to 6:
1 C -0.428
2 C -0.166
3 C -0.454
4 C -0.393
5 C -0.414
6 C -0.630



The relative energies come out as arrangement i 0.0409; arrangement ii 0.0000; arrangement iii 0.0808, with values in hartree.